Entry 1:
# C5H8N2

A structure of composition C5H8N2 (ωB97M-V/def2-TZVPD, the OMol25 dataset).

The geometry in XYZ format:
```
15
C5H8N2 (ωB97M-V/def2-TZVPD)
C 0.81834 -1.48866 0.01306
C 0.29196 -0.06663 0.12042
C 0.81586 0.85393 -0.96473
N -1.20460 -0.16521 0.19135
C 0.13660 0.35191 1.53893
C -2.10514 0.81430 0.39280
N -2.92691 1.60121 0.62322
H 1.89451 -1.46690 0.20519
H 0.64205 -1.93445 -0.97151
H 0.36691 -2.10453 0.79810
H 0.75830 0.38541 -1.95346
H 0.27619 1.80564 -0.98848
H 1.86995 1.06658 -0.75237
H -1.58074 -1.10236 0.25770
H -0.05326 1.44976 1.48978
```

The energy above the lowest of the compared OMol25 structures with the same formula, charge and spin comes out at 104.98 kcal per mole. The value obtained for the calculated total energy is -304.668192 a.u. Its gap between HOMO and LUMO is 0.341 Eh. The HOMO energy comes out at -9.0 eV. The largest force on an atom comes out at 1.1 eV/Å.

Atom charges from the Mulliken analysis, given in e for atoms 1 to 5: -1.657 1.236 -1.353 -0.318 -0.709



Entry 2:
# C4H9NO2

An isolated molecule of C4H9NO2 (ωB97M-V/def2-TZVPD, the OMol25 dataset).

The geometry in XYZ format:
```
16
C4H9NO2 (ωB97M-V/def2-TZVPD)
H 0.79166 -2.02558 1.20901
N 1.55438 -1.45585 0.80364
C 1.07939 -0.64817 -0.04314
C 1.79640 0.51651 -0.71660
O 1.19694 1.70466 -0.30484
C -0.64129 -0.40738 -0.07539
C -1.60119 0.76705 0.06827
O -1.07264 -1.44778 0.82040
H 2.84288 0.47822 -0.38547
H 1.72608 0.38773 -1.80426
H 0.69298 1.35574 0.58722
H -0.83465 -0.80617 -1.08125
H -1.48511 1.22438 1.05528
H -1.39194 1.51466 -0.70150
H -2.64063 0.45542 -0.08172
H -2.01326 -1.61343 0.65033
```

The energy above the lowest of the compared OMol25 structures with the same formula, charge and spin comes out at 77.44 kcal per mole. The value obtained for the calculated total energy is -362.962132 a.u. Its gap between HOMO and LUMO is 0.380 Eh. The HOMO energy comes out at -9.7 eV. The largest force on an atom comes out at 4.3 eV/Å.

Atom charges from the Mulliken analysis, given in e for atoms 1 to 5: 0.334 -0.743 0.291 -0.403 -0.513



Entry 3:
# C2H2FGaO2

A structure of composition C2H2FGaO2 (ωB97M-V/def2-TZVPD, the OMol25 dataset).

The geometry in XYZ format:
```
8
C2H2FGaO2 (ωB97M-V/def2-TZVPD)
F -0.10608 2.02075 0.91280
C 0.38407 0.86364 0.96583
C 1.22379 -0.02626 0.91658
H 2.21111 -0.43604 1.08851
O -1.01473 0.38167 -1.26735
O -1.32485 -1.05060 -1.17226
H -1.89648 -1.12565 -0.39589
Ga 0.52318 -0.62749 -1.04821
```

The energy above the lowest of the compared OMol25 structures with the same formula, charge and spin comes out at 64.92 kcal per mole. The value obtained for the calculated total energy is -2251.466321 a.u. Its gap between HOMO and LUMO (spin up / spin down) is 0.265 / 0.265 Eh. The HOMO energy (spin up / spin down) comes out at -22.0 / -22.0 eV. Its net charge is +2. The largest force on an atom comes out at 4.6 eV/Å.

Atom charges from the Mulliken analysis, given in e for atoms 1 to 5: -0.010 0.142 0.065 0.539 -0.161



Entry 4:
# C5H6O2

A structure of composition C5H6O2 (ωB97M-V/def2-TZVPD, the OMol25 dataset).

The geometry in XYZ format:
```
13
C5H6O2 (ωB97M-V/def2-TZVPD)
C 0.20575 1.33417 -0.47475
C 0.47226 -1.14275 -1.16832
C -0.25776 -0.04004 -1.56685
O 0.53996 1.12658 0.76941
C -0.19343 -0.30703 1.54515
C -0.59819 -0.34422 2.69971
O -1.11660 0.26791 -2.34113
H -0.64734 1.99399 -0.65709
H 1.08176 1.49611 -1.12618
H 0.03073 -2.12689 -1.25680
H -0.05388 -0.92825 0.63436
H 1.46747 -1.03310 -0.76632
H -0.93072 -0.29646 3.70883
```

The energy above the lowest of the compared OMol25 structures with the same formula, charge and spin comes out at 173.73 kcal per mole. The value obtained for the calculated total energy is -344.325051 a.u. Its gap between HOMO and LUMO (spin up / spin down) is 0.253 / 0.263 Eh. The HOMO energy (spin up / spin down) comes out at -8.7 / -8.9 eV. The largest force on an atom comes out at 1.4 eV/Å.

Atom charges from the Mulliken analysis, given in e for atoms 1 to 5: -0.427 -1.090 0.655 -0.326 0.057



Entry 5:
# C21H26N4O7S

An isolated molecule of C21H26N4O7S (ωB97M-V/def2-TZVPD, the OMol25 dataset).

The geometry in XYZ format:
```
59
C21H26N4O7S (ωB97M-V/def2-TZVPD)
C -3.58948 -4.11186 2.79639
O -3.00872 -3.80406 1.53832
C -2.22144 -2.72433 1.50459
O -1.99610 -2.03351 2.46917
C -1.67650 -2.45690 0.14963
C -0.55796 -1.64036 0.04713
C -0.05932 -1.27577 -1.20280
N 1.03865 -0.41621 -1.20996
C 1.62607 0.18451 -2.27727
O 1.27020 0.03741 -3.42761
C 2.82243 1.09117 -1.95972
C 2.55256 2.49462 -2.52706
C 1.50282 3.22376 -1.68923
C 1.90227 3.23330 -0.21191
N 2.07125 1.86426 0.20798
S 2.05123 1.44129 1.83523
O 1.67242 0.05468 1.80494
O 3.30618 1.76572 2.45907
C 0.77360 2.42531 2.52992
C -0.62053 2.33905 2.28278
C -1.32847 1.39305 1.39173
N -1.25144 3.25246 2.99013
N -0.31637 3.91089 3.68421
C 0.92927 3.45329 3.44663
C 2.13556 4.02141 4.09023
C 3.17401 1.22098 -0.48164
C -0.66946 -1.76495 -2.35424
C -1.77284 -2.60694 -2.24291
C -2.44790 -3.15406 -3.44864
O -3.44301 -3.83670 -3.41842
O -1.83051 -2.80974 -4.58493
C -2.41679 -3.29394 -5.78230
C -2.28635 -2.95078 -0.99737
H -4.22721 -3.29075 3.13074
H -2.81051 -4.27634 3.54383
H -4.17490 -5.01545 2.64802
H -0.06976 -1.28966 0.94531
H 1.35864 -0.17861 -0.27638
H 3.67327 0.65794 -2.49707
H 2.20767 2.40145 -3.55742
H 3.48380 3.06547 -2.52386
H 1.38672 4.24866 -2.04365
H 0.54331 2.71382 -1.78889
H 1.11545 3.68280 0.39679
H 2.83020 3.80997 -0.07093
H -2.33281 1.76053 1.20064
H -1.40201 0.41874 1.87453
H -0.78853 1.27378 0.45594
H -0.59111 4.64930 4.31340
H 2.03518 3.99715 5.17435
H 2.28018 5.05753 3.78435
H 3.00160 3.43483 3.79689
H 3.35640 0.25434 -0.00856
H 4.09158 1.81945 -0.37364
H -0.29437 -1.49039 -3.32584
H -1.79651 -2.92396 -6.59450
H -2.43812 -4.38595 -5.78082
H -3.44010 -2.92501 -5.88078
H -3.15411 -3.58796 -0.93753
```

The energy above the lowest of the compared OMol25 structures with the same formula, charge and spin comes out at 0.00 kcal per mole. The value obtained for the calculated total energy is -1959.781690 a.u. Its gap between HOMO and LUMO is 0.335 Eh. The HOMO energy comes out at -8.6 eV. The largest force on an atom comes out at 1.1 eV/Å.

Atom charges from the Mulliken analysis, given in e for atoms 1 to 5: -0.699 -0.315 0.268 -0.619 0.070



Entry 6:
# C5H11NO

An isolated molecule of C5H11NO (ωB97M-V/def2-TZVPD, the OMol25 dataset).

The geometry in XYZ format:
```
18
C5H11NO (ωB97M-V/def2-TZVPD)
C -2.25359 0.18100 -0.87705
C -1.53110 0.64833 0.38100
C -0.60348 -0.40112 0.98059
N 0.52547 -0.80431 0.13365
C 1.36441 0.13767 -0.43096
C 2.83970 -0.12414 -0.20501
O 0.96553 1.13986 -0.99738
H -2.91294 0.96735 -1.26106
H -1.53562 -0.05736 -1.66849
H -2.86683 -0.70691 -0.67488
H -0.96570 1.55472 0.15475
H -2.26004 0.89550 1.16343
H -0.21400 -0.02357 1.93983
H -1.17706 -1.31008 1.19890
H 1.02606 -1.58385 0.53361
H 3.12896 -1.16480 -0.37785
H 3.04295 0.11567 0.84594
H 3.42730 0.53603 -0.83901
```

The energy above the lowest of the compared OMol25 structures with the same formula, charge and spin comes out at 9.06 kcal per mole. The value obtained for the calculated total energy is -327.116907 a.u. Its gap between HOMO and LUMO is 0.380 Eh. The HOMO energy comes out at -9.5 eV. The largest force on an atom comes out at 0.5 eV/Å.

Atom charges from the Mulliken analysis, given in e for atoms 1 to 5: -1.123 -0.344 -0.700 -0.249 0.720



Entry 7:
# C4H4N2S

An isolated molecule of C4H4N2S (ωB97M-V/def2-TZVPD, the OMol25 dataset).

The geometry in XYZ format:
```
11
C4H4N2S (ωB97M-V/def2-TZVPD)
S 2.79721 -0.03462 0.03986
C 1.13039 0.19939 -0.16614
C 0.30843 1.42678 0.05461
N -0.93969 1.32205 0.08111
N -1.15954 0.12366 -0.36870
C -0.93387 -1.02220 0.43702
C 0.09146 -0.63176 -0.52263
H 1.16173 2.25831 0.11096
H -0.72328 -0.96624 1.63307
H -1.81413 -1.71013 0.26520
H 0.08130 -0.96525 -1.56436
```

The energy above the lowest of the compared OMol25 structures with the same formula, charge and spin comes out at 117.31 kcal per mole. The value obtained for the calculated total energy is -662.338694 a.u. Its gap between HOMO and LUMO is 0.283 Eh. The HOMO energy comes out at -9.0 eV. The largest force on an atom comes out at 8.4 eV/Å.

Atom charges from the Mulliken analysis, given in e for atoms 1 to 5: -0.229 -0.289 0.248 -0.572 -0.032



Entry 8:
# C4H4NO4P

An isolated molecule of C4H4NO4P (ωB97M-V/def2-TZVPD, the OMol25 dataset).

The geometry in XYZ format:
```
14
C4H4NO4P (ωB97M-V/def2-TZVPD)
N -2.25982 -1.17600 -1.04404
P -1.12501 0.16399 -1.37754
O -0.08484 -0.47610 -2.66778
C 0.09739 0.45771 0.07714
C 0.31627 -0.36202 1.30051
C 1.53588 0.51573 1.99205
O 2.27620 -0.15509 2.87795
O 1.60958 1.88667 1.46324
C 1.13715 1.76316 0.05610
O 1.48982 2.50017 -1.03041
H -1.89179 -1.68557 -0.20324
H -3.21183 -0.77759 -0.85905
H 0.31788 -1.30008 -2.21734
H -0.20688 -1.35498 1.63240
```

The value obtained for the calculated total energy is -851.739202 a.u. Its gap between HOMO and LUMO is 0.287 Eh. The HOMO energy comes out at -9.7 eV. The largest force on an atom comes out at 10.3 eV/Å.

Atom charges from the Mulliken analysis, given in e for atoms 1 to 5: -0.580 0.207 -0.491 0.449 -0.235